1.
The following is a DFT calculation (the ωB97M-V functional and the def2-TZVPD basis) of a structure of composition C21H31F5OP2Pt.

The geometry in XYZ format:
```
61
Properties=species:S:1:pos:R:3:forces:R:3
P 0.07009 1.41021 2.22837 0.1 -2.7 -1.5
P -0.49842 -2.02580 -1.39483 -2.1 5.4 0.6
C -0.59122 1.03279 -0.60134 0.1 0.3 -0.5
C -1.15189 -0.11679 -1.40133 -0.7 1.4 -0.3
H 0.52222 1.26497 -0.74439 -2.9 -0.5 0.9
H -1.20830 1.88714 -0.26019 0.0 -0.9 -0.2
H -2.26611 -0.00161 -1.22788 1.1 -0.9 -0.6
H -0.86035 0.12886 -2.42762 -0.5 -0.6 -0.8
C 0.91786 -2.05638 -2.44193 0.6 -1.4 -1.2
H 1.23395 -3.10178 -2.54442 0.0 0.0 0.3
H 1.77324 -1.51478 -2.07662 0.0 0.2 0.7
H 0.78146 -1.75216 -3.46425 -0.6 0.5 -0.6
C -2.08753 -2.37479 -2.24220 -0.3 -1.5 -0.5
H -2.07705 -2.03002 -3.28547 0.5 0.0 0.1
H -2.94924 -1.85958 -1.78764 0.8 -0.4 0.2
H -2.29900 -3.44420 -2.27433 -0.2 -0.1 -0.1
C 1.74438 1.81528 2.77993 -0.6 0.8 0.5
H 1.80569 1.40646 3.76721 0.7 -0.2 0.6
H 1.77560 2.90986 2.80276 0.5 -0.1 0.4
H 2.49166 1.40960 2.05927 -1.0 0.0 0.9
C -1.49872 2.09043 2.80310 0.3 0.6 0.6
H -2.34922 1.81158 2.14678 0.8 0.0 0.3
H -1.39051 3.18523 2.82059 -0.4 -0.1 0.3
H -1.61706 1.66840 3.80134 -0.6 0.5 0.1
Pt 0.17258 -0.16126 0.73177 0.1 -1.3 3.2
C 0.15869 2.28129 -2.37318 1.6 -0.3 -1.6
C 1.34629 1.61397 -2.23153 0.1 1.5 -3.1
C 2.62486 2.38183 -2.09288 0.5 -0.5 0.0
C 2.71164 3.39941 -0.96165 -0.2 0.8 -0.5
C 1.95394 3.04205 0.26699 0.8 0.8 0.9
C 0.64598 3.25172 0.45297 0.9 3.6 -0.9
C -0.10065 4.14913 -0.57667 -0.6 -1.5 0.5
C 0.01241 3.73456 -2.04912 0.0 0.8 -0.9
C 0.07072 -1.30078 2.47526 0.6 -0.5 0.3
H -0.70021 1.89266 -2.94974 0.4 -0.3 0.8
H 1.46254 0.54540 -2.46381 -0.3 0.6 0.0
H 2.83108 2.89921 -3.03520 0.1 0.1 -0.1
H 3.44162 1.66815 -1.97253 0.0 -0.1 0.0
H 3.76019 3.54640 -0.71275 0.1 0.0 0.1
H 2.36239 4.37579 -1.32500 0.1 -0.2 0.1
H 2.67182 2.84079 1.07072 -0.9 -0.3 -0.5
H 0.14160 3.26483 1.42986 0.6 0.4 -0.9
H 0.16043 5.20172 -0.49871 0.5 0.1 0.3
H -1.15383 4.12595 -0.28965 -0.2 -0.1 -0.1
H -0.89191 4.08970 -2.56117 0.1 0.0 0.1
H 0.83438 4.31190 -2.51499 -0.3 -0.3 0.1
H -0.92333 -1.76172 2.51671 0.1 0.2 0.2
H 0.24031 -0.59221 3.30938 -0.1 -1.4 0.2
H 0.82991 -2.07888 2.37427 0.1 0.0 0.6
F -2.53457 -7.04401 2.47312 0.5 0.4 -0.1
C -1.87461 -5.97147 1.99998 -1.5 0.2 -0.1
C -2.62277 -4.94495 1.41021 0.7 -0.2 -0.4
F -3.94735 -5.04716 1.24457 0.3 0.0 0.4
C -1.95099 -3.86828 0.84771 -0.7 0.3 0.3
F -2.72949 -2.82409 0.43325 0.6 -0.6 0.0
C -0.56430 -3.77773 0.76528 -0.5 -0.9 0.3
O -0.02372 -2.72065 0.00363 0.5 -2.6 1.5
C 0.15058 -4.77713 1.45648 0.1 -0.1 0.0
F 1.49548 -4.75815 1.57676 -0.7 0.2 -0.4
C -0.51047 -5.86004 2.07568 0.8 0.0 -0.2
F 0.17719 -6.87084 2.65906 -0.2 0.9 -0.4
```
Forces are in eV/Å.

HOMO (spin up / spin down): -4.37 / -4.86 eV
Gap between HOMO and LUMO (spin up / spin down): 4.56 / 4.92 eV
Relative energy (zero: lowest compared OMol25 entry of this formula, charge and spin): 142.7 kcal/mol
2S+1: 3
Electronic energy: -2194.811361 Ha


2.
The following is a DFT calculation (the ωB97M-V functional and the def2-TZVPD basis) of a cluster of 2 separate species, C21H24F3 in total.

The geometry in XYZ format:
```
48
Properties=species:S:1:pos:R:3:forces:R:3
C 3.75160 -2.09250 0.15776 0.0 0.2 -0.2
C 4.22773 -1.19722 -0.99584 0.0 -0.1 0.0
C 5.76618 -1.21238 -1.04307 -0.3 0.1 0.0
C 3.68610 -1.74605 -2.32470 0.1 0.1 0.2
C 3.75941 0.27134 -0.77341 0.4 -0.1 0.0
C 2.27718 0.50554 -0.72578 0.2 -0.1 0.4
C 1.53788 0.75000 -1.99054 -0.2 0.1 -0.7
C 1.63014 0.53696 0.42884 0.2 0.0 0.1
H 2.66428 -2.14782 0.18656 -0.1 0.0 0.0
H 4.13373 -3.10695 0.04336 0.0 0.0 -0.1
H 4.09737 -1.71135 1.11816 0.0 0.0 0.1
H 6.13404 -0.59247 -1.86063 0.0 0.0 -0.1
H 6.18924 -0.83006 -0.11419 0.0 0.0 0.1
H 6.14302 -2.22408 -1.19365 0.0 0.0 0.0
H 3.97474 -1.10743 -3.15884 0.0 0.0 -0.1
H 4.07714 -2.74490 -2.51769 0.0 0.0 0.0
H 2.59962 -1.81457 -2.30871 -0.1 0.0 0.0
H 4.20195 0.63741 0.15732 0.0 -0.1 0.1
H 4.19185 0.89442 -1.56192 0.0 -0.1 -0.1
H 2.21864 0.86421 -2.83448 -0.1 -0.1 0.0
H 0.85558 -0.07066 -2.21489 0.0 -0.1 -0.1
H 0.94705 1.66415 -1.92255 0.0 0.0 0.0
H 0.57785 0.74006 0.46544 -0.5 0.1 0.0
H 2.14435 0.39610 1.35797 0.1 -0.1 0.4
F -5.75002 1.51129 -2.40693 1.0 -0.6 0.4
C -4.65695 0.82129 -2.00518 -0.1 0.2 0.4
C -3.90997 0.11533 -2.93183 0.0 -0.1 -0.8
C -2.79825 -0.60431 -2.53318 0.2 -0.1 -0.1
F -2.07439 -1.29648 -3.44313 -0.7 0.6 0.8
C -2.43056 -0.60761 -1.20894 0.6 -0.4 0.1
C -3.15673 0.10660 -0.23337 -0.3 0.0 -0.7
C -2.67825 0.03500 1.09871 -0.3 0.3 0.1
C -3.06008 0.65791 2.31353 0.0 0.0 0.1
C -2.29729 0.34097 3.45905 0.3 -0.3 -0.3
C -2.57621 0.89518 4.68120 0.2 -0.1 0.1
C -3.62384 1.78201 4.81600 -0.3 0.3 0.3
C -4.39456 2.12363 3.71574 -0.3 0.1 -0.5
F -5.42417 2.99135 3.85673 0.9 -0.7 -0.2
C -4.11537 1.57682 2.48404 -0.6 0.5 0.0
C -4.29093 0.81588 -0.67753 -0.6 0.4 0.1
H -4.19671 0.12051 -3.96727 -0.1 0.0 -0.3
H -1.56024 -1.17293 -0.92699 0.3 -0.1 0.1
H -1.83400 -0.62733 1.20253 0.3 -0.2 0.1
H -1.47296 -0.34502 3.36069 0.2 -0.2 0.0
H -1.97464 0.63925 5.53788 0.0 0.0 0.1
H -3.85797 2.22093 5.76923 0.0 0.1 0.3
H -4.72667 1.89189 1.66488 -0.2 0.1 -0.1
H -4.92593 1.34608 -0.00037 -0.2 0.1 0.1
```
Forces are in eV/Å.

HOMO: -11.51 eV
Gap between HOMO and LUMO: 4.92 eV
Charge: +1
2S+1: 1
Electronic energy: -1113.891140 Ha


3.
The following is a DFT calculation (the ωB97M-V functional and the def2-TZVPD basis) of a cluster of 11 separate species, C17H44FIN11O21 in total.

The geometry in XYZ format:
```
95
Properties=species:S:1:pos:R:3:forces:R:3
F 1.69296 -0.76669 -1.18657 0.3 -0.2 -0.1
N 2.13691 0.36385 -1.84461 -0.5 0.7 0.2
C 1.58067 0.36550 -3.22980 0.7 -0.4 -0.7
C 1.34398 1.75845 -3.72850 -0.6 0.6 0.0
O 0.50210 2.56028 -2.92254 0.2 -0.3 -0.1
C 0.43933 2.20158 -1.55670 -0.3 0.0 0.0
C -0.79293 1.37099 -1.20429 0.3 0.3 0.1
C -2.05666 1.88096 -1.86469 -0.8 -0.5 0.0
C -3.03267 0.70662 -1.99660 0.8 0.6 -0.3
I -5.00982 1.38475 -2.41506 0.2 -0.3 0.2
C 1.71230 1.56543 -1.05504 -0.3 0.2 0.6
H 3.15814 0.32400 -1.83708 0.0 -0.3 0.0
H 2.32513 -0.07823 -3.87894 0.2 -0.2 -0.1
H 0.72266 -0.28497 -3.26995 -0.5 0.0 0.5
H 0.86081 1.64427 -4.69100 -0.1 0.0 -0.3
H 2.27357 2.27594 -3.91984 0.4 0.1 0.1
H 0.34624 3.12714 -0.99769 0.1 0.3 0.0
H -0.63159 0.30845 -1.38255 0.0 -0.2 -0.3
H -0.92483 1.48744 -0.13226 0.0 -0.2 0.3
H -2.52469 2.63157 -1.24324 0.1 0.4 0.1
H -1.86960 2.31107 -2.83931 0.1 0.1 -0.2
H -2.96210 0.11747 -1.09506 -0.7 -0.1 0.2
H -2.69591 0.09140 -2.82276 -0.3 -0.2 -0.2
H 1.52348 1.21456 -0.04910 0.1 -0.2 0.3
H 2.53224 2.26492 -0.97330 0.4 0.1 -0.5
C 4.90566 3.30971 1.78318 0.1 0.1 0.0
N 4.07221 3.79823 0.64780 0.0 0.1 0.0
O 4.62841 4.10613 -0.38281 -0.1 -0.1 0.0
O 2.86343 3.84727 0.82443 0.1 -0.1 0.0
H 5.94341 3.31904 1.47368 0.0 0.0 -0.1
H 4.73646 3.97916 2.62102 -0.1 0.0 0.0
H 4.57277 2.30421 2.02478 -0.1 0.0 0.0
C 5.53215 -1.64672 -1.36965 -0.1 -0.1 -0.1
N 6.73239 -1.60499 -0.49073 0.1 0.0 0.1
O 7.56625 -2.46889 -0.63232 -0.1 0.1 0.1
O 6.77564 -0.69429 0.31632 0.0 -0.1 0.0
H 5.61424 -2.49206 -2.04227 0.1 0.0 0.0
H 4.66399 -1.74286 -0.71990 0.0 0.0 0.1
H 5.51420 -0.70883 -1.92150 0.0 0.0 0.0
C -1.72792 -2.41518 1.72684 0.1 0.0 0.2
N -2.86530 -1.48917 1.47336 -0.1 0.0 0.0
O -3.25297 -0.80026 2.39743 0.0 -0.1 -0.2
O -3.34056 -1.48239 0.35420 0.1 0.0 0.2
H -1.41375 -2.29850 2.75808 -0.1 0.1 0.0
H -2.08015 -3.42504 1.53451 0.1 0.0 -0.1
H -0.93064 -2.14567 1.04008 -0.1 -0.1 -0.1
C 5.16740 2.70004 -6.79559 0.2 0.0 0.1
N 4.05683 2.03322 -6.06225 -0.1 -0.1 0.0
O 4.30510 1.51476 -4.98164 0.0 0.0 -0.1
O 2.96290 2.04074 -6.57876 0.1 0.0 0.1
H 6.07212 2.60758 -6.20777 0.0 0.0 0.0
H 5.26425 2.20128 -7.75497 -0.1 0.0 0.0
H 4.88597 3.73986 -6.93070 -0.1 0.0 -0.1
C -0.28448 4.68123 2.28228 0.1 -0.1 -0.1
N -1.67109 4.51371 1.76166 -0.2 0.0 0.0
O -1.83112 3.84921 0.74807 0.2 0.0 0.2
O -2.55415 5.05566 2.38249 0.1 -0.1 -0.1
H 0.40072 4.15127 1.63210 0.0 0.0 0.0
H -0.06983 5.74514 2.29333 0.0 0.0 0.1
H -0.26654 4.27732 3.28991 0.0 0.1 0.0
C -3.74217 3.59412 -5.38189 0.1 0.0 0.1
N -3.88373 2.94824 -6.71589 0.0 0.0 -0.1
O -3.68471 1.74982 -6.78483 0.0 0.2 0.0
O -4.17962 3.66866 -7.64579 0.0 -0.1 0.1
H -3.48151 2.83061 -4.66010 -0.1 0.0 0.0
H -2.96103 4.34408 -5.46752 -0.1 0.1 -0.1
H -4.69290 4.05458 -5.13308 0.0 0.1 0.0
C -5.04036 -6.20682 1.26322 -0.1 -0.1 -0.1
N -3.57970 -6.02054 1.47410 0.1 0.0 0.1
O -3.02781 -6.70715 2.30696 0.0 0.1 -0.1
O -3.02287 -5.16904 0.79854 -0.1 -0.2 0.1
H -5.38891 -6.98122 1.93108 0.0 0.0 0.1
H -5.52021 -5.25805 1.48255 0.0 0.0 -0.1
H -5.19099 -6.48032 0.22304 0.1 0.1 0.0
C -3.88751 0.03807 5.39339 -0.1 0.2 0.1
N -3.01608 -0.52726 6.45950 0.0 0.0 0.1
O -2.94340 0.06530 7.51464 0.0 -0.1 -0.1
O -2.42347 -1.55686 6.18775 -0.1 0.1 0.0
H -4.35025 0.94459 5.76442 0.0 0.0 0.1
H -3.25817 0.23828 4.53495 0.0 -0.1 -0.1
H -4.63281 -0.71254 5.15141 0.1 0.0 -0.1
C 5.56929 -2.72504 3.48988 0.1 0.0 0.1
N 4.36997 -1.86597 3.29110 0.0 0.1 0.0
O 3.98673 -1.19307 4.22069 0.0 0.0 -0.1
O 3.84630 -1.89260 2.18818 0.1 0.0 0.0
H 5.92152 -2.59737 4.50580 -0.1 0.1 0.0
H 5.26891 -3.75162 3.30367 0.0 0.0 -0.1
H 6.31832 -2.40358 2.77132 0.0 0.0 -0.1
C -4.95631 -5.93163 5.55092 0.1 -0.1 -0.1
N -6.34109 -5.96565 4.99922 0.0 -0.1 0.0
O -6.52928 -6.60916 3.98049 0.0 0.2 0.2
O -7.18949 -5.34942 5.60417 0.1 -0.1 -0.1
H -4.31396 -6.52295 4.90796 0.0 0.0 0.0
H -4.64268 -4.89227 5.57748 0.0 0.0 0.1
H -4.99779 -6.34291 6.55446 0.0 0.1 0.0
```
Forces are in eV/Å.

HOMO: -11.16 eV
Gap between HOMO and LUMO: 8.10 eV
Charge: +1
2S+1: 1
Electronic energy: -3252.764530 Ha